Below is a structure of composition C36H26BrI2N5NaO6, with properties calculated with wB97M-V/def2-TZVPD.

Geometry as XYZ:
```
77
Properties=species:S:1:pos:R:3:forces:R:3
Na 0.4872 0.2813 0.8757 0.0 -0.4 -0.3
O 1.3779 -3.4846 3.4550 0.0 0.0 0.0
C 1.0310 -2.4583 2.6544 0.0 0.0 0.0
O 1.5995 -2.2430 1.6130 0.0 -0.1 0.0
C -0.0663 -1.5895 3.1911 0.0 -0.1 -0.1
C 0.0530 -1.2295 4.5097 0.0 0.1 0.0
C -0.4498 -0.0654 5.2051 0.0 -0.1 0.0
C -1.0171 1.0242 4.6501 -0.1 0.1 0.0
C -1.3474 1.0617 3.2479 -0.1 -0.2 0.0
N -0.8761 -1.2589 2.1609 -0.1 0.2 0.4
C -1.0726 1.9217 2.2110 0.0 0.2 0.1
O -0.4650 3.1128 2.5218 0.0 0.0 0.1
O -1.3131 1.7000 1.0023 -0.2 0.1 0.1
H 2.1746 -3.8631 3.0550 0.0 0.0 0.0
H 0.7777 -1.8112 5.0616 0.0 0.0 0.0
H -0.2789 -0.0566 6.2771 0.0 0.0 0.0
H -1.2979 1.8639 5.2808 0.0 0.0 0.0
H 0.0701 2.9759 3.3158 0.0 0.0 0.0
I 7.6046 -1.2214 -0.0305 0.1 0.0 0.0
C 5.8165 -0.4087 0.6762 -0.2 0.1 0.0
C 5.4978 -0.4862 2.0243 0.0 0.0 0.1
C 4.2973 0.0331 2.4625 0.0 0.0 -0.2
I 3.8099 -0.0953 4.4859 0.0 0.0 0.1
C 3.3180 0.6262 1.6047 0.0 0.0 0.0
O 2.1802 1.0016 2.0392 0.2 0.1 -0.2
C 3.7344 0.7428 0.2316 0.0 0.0 0.0
C 2.8842 1.4839 -0.7777 0.1 0.2 0.1
N 2.5995 0.6844 -1.9794 0.0 0.2 0.0
C 2.1163 1.4391 -3.1169 -0.1 0.0 0.0
C 0.6530 1.8526 -3.0950 0.0 0.0 0.1
C -0.0615 2.0281 -4.2764 0.0 0.0 0.0
C -1.3638 2.4922 -4.2116 0.0 0.0 0.0
C -1.9144 2.7689 -2.9711 0.0 0.0 0.0
C -1.1449 2.5328 -1.8406 0.0 0.0 -0.1
N 0.1049 2.0725 -1.8997 0.0 0.0 0.0
C 4.9396 0.2161 -0.1989 0.1 0.0 0.0
H 6.1754 -0.9497 2.7290 0.0 0.0 0.0
H 3.4329 2.3679 -1.1241 0.1 0.0 0.0
H 1.9843 1.8838 -0.3075 0.0 -0.1 0.1
H 1.9291 -0.0370 -1.7504 0.0 -0.1 0.0
H 2.3069 0.8808 -4.0400 0.0 -0.1 0.0
H 2.7111 2.3550 -3.1890 0.0 0.0 0.0
H 0.4060 1.7989 -5.2269 0.0 0.0 0.0
H -1.9418 2.6331 -5.1174 0.0 0.0 0.0
H -2.9247 3.1446 -2.8700 0.0 0.0 0.0
H -1.5213 2.6998 -0.8374 0.0 0.0 0.0
H 5.1845 0.2975 -1.2524 0.0 0.0 0.0
Br -7.7281 0.0588 1.6254 0.0 0.0 0.0
C -5.8678 -0.1210 1.9488 0.0 0.0 0.0
C -5.4148 -0.3717 3.2311 0.0 0.0 0.0
C -4.0510 -0.4619 3.4363 0.1 0.0 0.0
C -3.1644 -0.3259 2.3805 0.0 0.2 0.0
O -1.8241 -0.2550 2.7855 -0.1 -0.1 -0.2
C -3.6097 -0.1365 1.0738 0.0 -0.1 0.0
C -2.8436 -0.1118 -0.2031 0.0 0.1 0.2
N -2.1396 -1.0807 -0.5941 -0.1 0.0 -0.2
C -1.7147 -1.1053 -1.9345 0.1 0.0 0.1
C -2.5677 -0.8404 -2.9761 0.0 0.0 0.0
C -2.1571 -1.0087 -4.3160 -0.1 0.0 0.0
C -0.9089 -1.4684 -4.6086 0.0 0.0 0.0
C -0.0050 -1.7739 -3.5619 0.0 0.0 0.0
C 1.2897 -2.2974 -3.7976 -0.1 0.0 0.0
C 2.0897 -2.6021 -2.7410 0.0 0.0 0.1
C 1.6181 -2.3408 -1.4321 0.0 0.0 0.0
N 0.4423 -1.8260 -1.1740 0.0 0.0 0.0
C -0.3925 -1.5759 -2.2193 0.0 0.0 0.0
C -4.9869 -0.0019 0.8921 -0.1 -0.1 0.0
H -6.1062 -0.4715 4.0556 0.0 0.0 0.0
H -3.6335 -0.6032 4.4249 0.0 0.0 0.0
H -3.0786 0.7445 -0.8433 0.1 0.0 0.0
H -3.5856 -0.5384 -2.7623 0.0 0.0 0.0
H -2.8558 -0.7849 -5.1133 0.0 0.0 0.0
H -0.5960 -1.6176 -5.6360 0.0 0.0 0.0
H 1.6202 -2.4524 -4.8186 0.0 0.0 0.0
H 3.0860 -3.0023 -2.8730 0.0 0.0 0.0
H 2.2554 -2.5280 -0.5745 0.0 0.0 0.0
H -5.3703 0.1818 -0.1039 0.0 0.0 0.0
```
Positions in Å, forces in eV/Å.

* energy relative to the best compared isomer or geometry (same formula, charge and spin): 0.000 eV
* total charge: -1
* highest occupied orbital energy: -0.1441 Eh
* Kohn-Sham gap: 5.9 eV
* max |F|: 0.55 eV Å⁻¹
* E: -5444.391233 a.u.
* LUMO level: 1.97 eV

Atomic partial charges in e from the Löwdin method, atoms 1 to 2: 0.3266, 0.1060


Below is the molecule C5H9NO, with properties calculated with wB97M-V/def2-TZVPD.

Geometry as XYZ:
```
16
Properties=species:S:1:pos:R:3:forces:R:3
O 2.0499 -1.4633 0.8899 -0.1 0.0 0.2
C 1.2312 -0.9316 -0.1210 -0.1 -0.1 -0.3
C 0.9853 0.6027 -0.1106 0.1 0.1 0.0
C -0.5188 0.3240 -0.0691 0.0 0.0 -0.1
C -1.6137 1.0728 -0.7119 -0.1 0.0 -0.3
N -1.4984 1.0167 0.7498 0.1 0.2 0.2
C -0.2941 -1.1838 0.0012 -0.1 -0.1 0.0
H 1.5583 -1.4183 1.7196 0.1 0.0 -0.1
H 1.6473 -1.2874 -1.0688 0.0 0.1 0.2
H 1.3499 1.1413 -0.9912 -0.1 -0.1 0.1
H 1.3841 1.0838 0.7915 -0.1 -0.1 -0.1
H -2.4708 0.5394 -1.1192 0.2 0.1 0.1
H -1.3711 2.0036 -1.2223 0.0 -0.1 0.1
H -1.1034 1.8877 1.0983 -0.1 -0.1 0.0
H -0.6007 -1.6053 0.9657 0.1 0.0 -0.1
H -0.7351 -1.7823 -0.8020 0.0 0.1 0.1
```
Positions in Å, forces in eV/Å.

* energy relative to the best compared isomer or geometry (same formula, charge and spin): 2.640 eV
* SMILES string: O[C@H]1C[C@]2(CN2)C1
* highest occupied orbital energy: -0.3504 Eh
* Kohn-Sham gap: 10.5 eV
* max |F|: 0.35 eV Å⁻¹
* E: -325.840548 a.u.
* LUMO level: 1.00 eV

Atomic partial charges in e from the natural (NBO) method, atoms 1 to 2: -0.7010, 0.1133